1) Density functional theory data (ωB97M-V/def2-TZVPD) for a 2-piece molecular cluster, C3H10NOP overall.

CARTESIAN COORDINATES (ANGSTROEM)
1 P -0.5213 -1.0010 -1.2064
2 O -0.6533 -2.4032 -0.2987
3 N 0.9681 -0.4631 -0.5507
4 C 1.3058 0.9216 -0.9650
5 C -2.2343 1.1348 0.3036
6 C 1.3419 -0.7031 0.8964
7 H 1.2757 -1.7930 1.0022
8 H -1.6005 0.8157 1.1230
9 H 2.2577 -0.2133 1.2640
10 H 0.4504 -0.3873 1.4849
11 H 1.2462 1.1601 -2.0150
12 H 0.5882 1.7519 -0.4152
13 H -1.6324 -2.5963 -0.1251
14 H 2.3372 0.9832 -0.5599
15 H -1.9559 1.9457 -0.3011
16 H -3.1736 0.8472 0.3629

Output
* lowest unoccupied orbital energy (spin up / spin down): 0.0160 / 0.0164 Ha
* gap between HOMO and LUMO (spin up / spin down): 8.59 / 7.07 eV

2) Density functional theory data (ωB97M-V/def2-TZVPD) for one molecule with the formula C3H10NOP.

CARTESIAN COORDINATES (ANGSTROEM)
1 P -0.8245 2.0137 -0.6230
2 O -0.2054 3.3376 -0.9552
3 N 0.3125 0.9290 -0.1668
4 C -0.0711 -0.4900 0.1473
5 C 0.4014 -1.4073 -0.9324
6 C 0.3750 -0.8882 1.5554
7 H -1.2299 -0.3636 -0.0042
8 H 0.5728 -2.4336 -0.6074
9 H 1.3819 -1.4334 1.7460
10 H 1.3332 1.2150 -0.0453
11 H -0.2547 -1.6136 1.9770
12 H -0.3323 -1.2138 -1.8041
13 H -1.6122 1.4822 -1.7843
14 H 1.4043 -1.0319 -1.2075
15 H 0.4921 -0.0202 2.1350
16 H -1.7431 1.9181 0.5696

Output
* lowest unoccupied orbital energy: 0.0311 Ha
* gap between HOMO and LUMO: 10.67 eV

Stability summary - winner: 2); margin: 0.1076 hartree.

1) Density functional theory data (ωB97M-V/def2-TZVPD) for an isolated ion of composition C4H7O2S and charge -1.

CARTESIAN COORDINATES (ANGSTROEM)
1 S 2.6336 -1.4255 0.6686
2 O -1.8691 2.1802 0.3916
3 O -3.0119 0.3416 -0.2436
4 C -0.7141 0.5177 -0.8886
5 C 1.4755 -0.6337 -0.4598
6 C -2.0058 1.0722 -0.1716
7 C 0.1519 -0.1859 0.1259
8 H 1.9638 0.2727 -0.8256
9 H 2.1191 -2.6611 0.6577
10 H -0.4664 -0.8861 0.6877
11 H -1.1948 -0.1627 -1.5866
12 H 1.3435 -1.2034 -1.3747
13 H -0.2787 1.3579 -1.4335
14 H 0.4293 0.5253 0.9236

Output
* lowest unoccupied orbital energy: 0.1080 Ha
* total charge: -1
* gap between HOMO and LUMO: 6.87 eV

2) Density functional theory data (ωB97M-V/def2-TZVPD) for a 2-piece molecular cluster, C4H7O2S overall.

CARTESIAN COORDINATES (ANGSTROEM)
1 S -3.0174 0.0663 -0.1077
2 O -3.8301 0.9769 0.6481
3 O -3.5029 -1.2980 0.1745
4 C 0.3721 -0.0829 -0.7079
5 C 0.6683 0.6579 1.6950
6 C 1.1271 0.1443 0.3582
7 C 0.9935 -0.6398 -1.9379
8 H 1.4146 1.1343 2.3413
9 H -0.1875 1.3588 1.5520
10 H 2.0979 -0.5911 -1.7188
11 H 0.8248 0.0116 -2.7336
12 H 0.6771 -1.6454 -2.1765
13 H 0.2068 0.0118 2.3269
14 H 2.1557 -0.1048 0.2863

Output
* lowest unoccupied orbital energy (spin up / spin down): 0.1099 / 0.1402 Ha
* total charge: -1
* gap between HOMO and LUMO (spin up / spin down): 4.75 / 7.10 eV

Stability summary - winner: 1); margin: 0.1471 hartree.

1) Density functional theory data (ωB97M-V/def2-TZVPD) for one molecule with the formula C4H5NS.

CARTESIAN COORDINATES (ANGSTROEM)
1 S 1.4011 -1.4664 -0.1750
2 N -2.9625 -1.2188 0.1093
3 C 1.7538 0.3036 0.0544
4 C 0.2663 -0.0873 0.4906
5 C -0.9114 0.3754 -0.4012
6 C -2.0534 -0.5339 -0.0763
7 H 0.1147 -0.3176 1.6301
8 H -0.5720 0.1909 -1.4892
9 H 1.8539 0.9145 -0.8520
10 H -1.2227 1.4052 -0.1781
11 H 2.3323 0.4344 0.8875

Output
* lowest unoccupied orbital energy: 0.0273 Ha
* gap between HOMO and LUMO: 10.05 eV

2) Density functional theory data (ωB97M-V/def2-TZVPD) for C4H5NS as an isolated structure.

CARTESIAN COORDINATES (ANGSTROEM)
1 S 1.1584 -2.0281 -1.5612
2 N -0.0118 2.8670 1.1608
3 C 0.5237 0.1813 -0.1254
4 C -0.8097 1.9134 1.4643
5 C 0.1128 -1.2618 -0.3012
6 C -0.0952 0.9317 0.7337
7 H -0.9375 -1.3951 -0.6446
8 H 0.4325 -1.7310 -2.7470
9 H -0.0369 -1.8514 0.6481
10 H 1.4582 0.4208 -0.5355
11 H -1.7944 1.9533 1.9080

Output
* lowest unoccupied orbital energy: 0.0042 Ha
* gap between HOMO and LUMO: 9.26 eV

Stability summary - winner: 1); margin: 0.1262 hartree.

1) Density functional theory data (ωB97M-V/def2-TZVPD) for one molecule with the formula C4H5NS.

CARTESIAN COORDINATES (ANGSTROEM)
1 S 2.1716 0.2301 -0.4165
2 N -1.1953 0.5418 -0.5397
3 C -0.5875 -0.7142 -0.5401
4 C 1.3322 0.0985 1.1279
5 C -1.0374 1.5477 0.1206
6 C 0.7868 -0.8370 0.1814
7 H -0.4406 -1.0149 -1.5832
8 H -1.5453 2.4871 0.0681
9 H -1.2776 -1.4255 -0.0706
10 H 1.0780 -1.8808 0.2461
11 H 0.7151 0.9671 1.4060

Output
* lowest unoccupied orbital energy (spin up / spin down): -0.0172 / 0.0070 Ha
* gap between HOMO and LUMO (spin up / spin down): 7.03 / 8.36 eV

2) Density functional theory data (ωB97M-V/def2-TZVPD) for one molecule with the formula C4H5NS.

CARTESIAN COORDINATES (ANGSTROEM)
1 S -3.0069 -0.2504 -0.2840
2 N 1.4525 -1.7591 0.2712
3 C 0.8031 0.6030 0.0496
4 C 1.5995 -0.5207 -0.0088
5 C -1.6292 0.1462 0.6772
6 C -0.4947 0.7901 0.2265
7 H 0.4879 -2.0471 0.4809
8 H 1.3009 1.4335 -0.2047
9 H -0.7667 1.8852 0.3764
10 H 2.6151 -0.1250 -0.1552
11 H -2.3614 -0.1558 -1.4290

Output
* lowest unoccupied orbital energy: -0.0283 Ha
* gap between HOMO and LUMO: 7.61 eV

3) Density functional theory data (ωB97M-V/def2-TZVPD) for one molecule with the formula C4H5NS.

CARTESIAN COORDINATES (ANGSTROEM)
1 S 1.8251 -2.3805 0.7465
2 N 0.5370 0.1923 1.0064
3 C -0.8768 0.9315 0.6480
4 C 0.5410 -0.8233 -1.1626
5 C 0.8784 -1.0078 0.2563
6 C 0.1190 -0.4383 -2.2349
7 H 0.0546 0.0934 -3.2045
8 H -1.5190 0.9933 1.6052
9 H 0.8417 0.2407 2.0469
10 H -1.6659 0.1113 0.1284
11 H -0.7351 2.0875 0.1643

Output
* lowest unoccupied orbital energy: -0.0197 Ha
* gap between HOMO and LUMO: 8.10 eV

Stability summary - winner: 3); margin: 0.0065 hartree.

1) Density functional theory data (ωB97M-V/def2-TZVPD) for a 2-piece molecular cluster, C6H8 overall.

CARTESIAN COORDINATES (ANGSTROEM)
1 C 0.8024 -1.1669 -1.9709
2 C 0.6149 0.0680 0.3142
3 C -1.9606 0.6062 -1.6772
4 C 0.3928 -0.5813 -0.9098
5 C 1.0670 -1.9985 -2.9226
6 C 1.8560 -0.2175 1.2192
7 H -2.7111 -0.2688 -1.5233
8 H 2.8586 -0.3625 0.7368
9 H -0.2717 0.2754 1.0428
10 H 1.7081 -1.2063 1.5969
11 H -1.4303 0.5360 -2.6360
12 H 0.7678 1.1050 -0.1710
13 H -1.8049 1.3081 -0.8658
14 H 1.9085 0.3739 2.1717

Output
* lowest unoccupied orbital energy (spin up / spin down): -0.0419 / -0.0281 Ha
* gap between HOMO and LUMO (spin up / spin down): 7.07 / 7.95 eV

2) Density functional theory data (ωB97M-V/def2-TZVPD) for one molecule with the formula C6H8.

CARTESIAN COORDINATES (ANGSTROEM)
1 C -1.6654 0.0940 -0.1325
2 C -0.4895 1.1005 -0.3243
3 C 1.7764 -0.1137 0.0345
4 C 0.3935 0.0893 0.4477
5 C -0.6289 -1.0189 0.0636
6 C 2.9029 -0.3220 -0.3431
7 H -0.1746 1.1272 -1.3738
8 H -0.8118 -1.7581 0.8473
9 H -0.3352 -1.5132 -0.8672
10 H -2.1984 0.2728 0.8026
11 H 0.3342 0.2943 1.5231
12 H 3.9064 -0.4855 -0.6632
13 H -2.3848 0.0654 -0.9599
14 H -0.5730 2.1181 0.0746

Output
* lowest unoccupied orbital energy: 0.0432 Ha
* gap between HOMO and LUMO: 10.95 eV

Stability summary - winner: 2); margin: 0.2306 hartree.

1) Density functional theory data (ωB97M-V/def2-TZVPD) for one molecule with the formula C6H8.

CARTESIAN COORDINATES (ANGSTROEM)
1 C -0.7399 -1.6137 0.4693
2 C 0.2415 -0.5169 0.1121
3 C 1.7798 -0.4578 -0.2569
4 C -0.9760 1.8015 -0.1907
5 C 0.1714 0.8326 -0.2299
6 C 1.5356 1.0901 -0.8001
7 H -0.2360 -2.2557 1.1757
8 H -1.0039 -2.1370 -0.3464
9 H -0.8332 2.4295 -1.1309
10 H -1.5261 -1.2125 1.0588
11 H 2.0590 -1.0876 -1.0532
12 H 2.3437 -0.5043 0.7571
13 H -0.9243 2.3958 0.7051
14 H -1.8918 1.2358 -0.2702

Output
* lowest unoccupied orbital energy: -0.0140 Ha
* gap between HOMO and LUMO: 8.29 eV

2) Density functional theory data (ωB97M-V/def2-TZVPD) for one molecule with the formula C6H8.

CARTESIAN COORDINATES (ANGSTROEM)
1 C 3.2079 -0.4473 -0.0358
2 C 2.1346 0.0766 0.0131
3 C -2.7992 -0.5500 -0.0467
4 C -1.6895 0.5095 -0.0009
5 C -0.3115 -0.1247 0.0790
6 C 0.8135 0.6122 0.0217
7 H -2.5671 -1.3168 -0.8311
8 H -1.8407 1.1254 0.8991
9 H 4.1676 -0.8694 -0.0945
10 H -1.7248 1.2175 -0.8207
11 H -2.9722 -1.0803 0.9216
12 H -3.7210 0.0082 -0.3109
13 H -0.2346 -1.2335 0.1902
14 H 0.7573 1.6914 -0.1361

Output
* lowest unoccupied orbital energy: 0.0398 Ha
* gap between HOMO and LUMO: 9.96 eV

3) Density functional theory data (ωB97M-V/def2-TZVPD) for one molecule with the formula C6H8.

CARTESIAN COORDINATES (ANGSTROEM)
1 C -1.7090 -0.9442 -0.0692
2 C -0.2743 1.4356 -0.4903
3 C -0.8997 0.2226 0.0845
4 C 0.7475 0.4632 -0.0331
5 C -0.1240 1.1143 0.9461
6 C 1.9932 -0.3471 -0.1937
7 H -0.4489 2.2530 -1.1102
8 H -1.1482 -1.8470 0.1163
9 H 1.6463 -1.1676 -0.7622
10 H 2.1937 -0.9557 0.7105
11 H 2.7330 0.1489 -0.6841
12 H -2.1055 -1.0167 -1.0536
13 H -0.0321 1.7332 1.9079
14 H -2.5719 -1.0926 0.6310

Output
* lowest unoccupied orbital energy: 0.0406 Ha
* gap between HOMO and LUMO: 8.45 eV

Stability summary - winner: 2); margin: 0.1070 hartree.

1) Density functional theory data (ωB97M-V/def2-TZVPD) for one molecule with the formula C6H8.

CARTESIAN COORDINATES (ANGSTROEM)
1 C -0.1052 1.8376 -0.8138
2 C 0.4606 1.7745 0.5285
3 C -0.7897 -1.4169 0.4031
4 C 0.7197 0.5106 0.9374
5 C -0.0647 0.4043 -1.2614
6 C 0.3479 -0.5119 -0.0895
7 H 1.2181 -1.1413 -0.3263
8 H -1.0076 0.1103 -1.7404
9 H 1.1275 0.2306 1.9093
10 H -1.6863 -0.8203 0.6068
11 H -1.0428 -2.1648 -0.3553
12 H 0.6788 0.3883 -2.0746
13 H 0.6326 2.6547 1.1438
14 H -0.5164 -1.9458 1.3227

Output
* lowest unoccupied orbital energy: -0.0117 Ha
* gap between HOMO and LUMO: 7.77 eV

2) Density functional theory data (ωB97M-V/def2-TZVPD) for one molecule with the formula C6H8.

CARTESIAN COORDINATES (ANGSTROEM)
1 C 2.0144 0.2761 1.0503
2 C -0.0298 0.3526 -0.3689
3 C -0.1835 -1.4140 0.7416
4 C -0.9299 -0.8439 -0.5027
5 C -0.1391 1.7387 -0.8638
6 C 0.7854 -0.2292 0.5737
7 H -2.0132 -0.6846 -0.4587
8 H 0.8246 2.2464 -0.7872
9 H -0.7950 -1.3021 1.6427
10 H -0.6980 -1.4118 -1.4129
11 H 0.1983 -2.4364 0.6875
12 H -0.5512 1.8052 -1.8738
13 H 2.3881 -0.4101 1.8412
14 H -0.8389 2.2569 -0.1937

Output
* lowest unoccupied orbital energy: -0.0228 Ha
* gap between HOMO and LUMO: 7.36 eV

Stability summary - winner: 1); margin: 0.0467 hartree.